C55H89F4N9O4P | ωB97M-V/def2-TZVPD

XYZ file:
```
162
Properties=species:S:1:pos:R:3:forces:R:3
C 5.606403 -1.956003 -3.827228 -0.538 -0.502 0.104
C 4.226588 -1.977480 -3.140768 1.328 1.013 -0.405
O 3.896064 -3.332046 -2.791276 -1.213 1.087 -0.704
P 2.550653 -3.931402 -3.440566 0.016 -2.612 0.051
O 2.714391 -5.387928 -3.545715 0.019 -0.132 0.160
C 1.084789 -3.646143 -2.373758 0.364 0.781 -0.539
C -0.201653 -3.531633 -3.213380 -0.239 0.494 -0.113
C -1.130855 -2.349865 -2.893619 0.380 -0.088 -0.366
C -0.616332 -1.060926 -2.242588 0.660 -1.047 1.283
C 0.714892 -0.417322 -2.645547 -0.014 1.015 -0.037
C 0.707809 1.109539 -2.795185 0.517 -0.252 0.475
F 1.225092 -0.979740 -3.807533 -0.385 -0.146 -0.264
N -1.843498 -0.266169 -2.310257 -0.504 0.485 -0.492
C -2.640398 -0.646502 -3.227714 -0.395 -1.333 -1.056
C -2.109324 -1.849450 -4.019492 0.648 0.178 1.775
C -3.081564 -3.015080 -4.301148 -0.395 0.661 -0.358
C -2.662223 -3.951196 -5.461803 -1.292 -0.760 -0.784
C -2.394137 -5.356417 -5.011935 0.755 0.115 -0.763
F -3.341161 -6.021406 -4.329167 0.151 0.531 1.012
C -1.220022 -5.944016 -5.256458 -0.502 0.067 0.361
F -0.564604 -5.734758 -6.381831 0.736 0.672 0.385
F -0.565127 -6.718372 -4.428987 -0.271 -0.894 -0.438
C -1.479584 -1.211800 -5.281931 -0.668 -1.204 -0.878
O -1.570481 0.199677 -5.276922 0.510 -0.108 0.619
C -0.643025 0.847781 -6.061744 0.326 0.402 -0.387
C -0.281651 2.139198 -5.734860 -0.483 0.394 0.522
C 0.658830 2.816257 -6.476325 0.279 0.416 0.009
C 1.272581 2.235894 -7.570118 -0.015 0.078 0.038
C 0.884937 0.961504 -7.922287 0.370 -0.065 -0.298
C -0.058289 0.284601 -7.180070 -0.488 -0.986 0.133
O 2.261156 -3.333187 -4.906985 0.144 0.389 0.964
C 3.016462 -3.983906 -5.963727 0.265 0.591 -0.917
C 3.220099 -2.940877 -7.077586 0.103 0.102 0.636
H 6.182862 -1.074095 -3.559368 0.019 0.025 -0.001
H 5.496561 -1.996554 -4.910165 0.077 0.001 -0.038
H 6.125799 -2.859296 -3.509544 0.266 0.141 0.021
H 3.514534 -1.512880 -3.822010 -0.301 -0.292 0.143
H 4.294380 -1.331293 -2.263299 -0.271 -0.426 0.375
H 1.259412 -2.827342 -1.674047 -0.134 0.116 -0.102
H 1.039330 -4.550078 -1.773335 0.257 -0.085 -0.007
H 0.007809 -3.526717 -4.282872 0.266 -0.002 0.051
H -0.786301 -4.428568 -3.027515 -0.029 -0.052 -0.107
H -1.790538 -2.727716 -2.106823 -0.207 0.060 -0.117
H -0.450031 -1.338858 -1.197943 -0.274 0.396 0.157
H 1.436936 -0.657502 -1.867375 0.012 -0.266 -0.024
H -0.273332 1.570952 -2.720498 -0.030 0.002 -0.277
H 1.197398 1.344409 -3.736129 -0.271 0.110 -0.145
H 1.344461 1.540811 -2.021416 -0.122 0.064 0.084
H -2.142974 0.518378 -1.716208 0.243 -0.052 -0.061
H -3.599938 -0.203187 -3.460736 0.052 0.443 0.457
H -3.237322 -3.621755 -3.410125 0.114 0.154 0.165
H -4.060277 -2.578971 -4.517715 -0.027 -0.148 -0.213
H -3.494266 -3.979775 -6.173282 0.053 0.198 -0.073
H -1.797002 -3.624961 -6.033301 0.083 0.091 0.154
H -2.068685 -1.574046 -6.131895 0.062 0.045 -0.029
H -0.470625 -1.606394 -5.424039 0.178 0.397 0.133
H -0.733080 2.646767 -4.892579 -0.111 -0.132 0.064
H 0.936526 3.816070 -6.174365 -0.020 0.084 -0.005
H 2.027185 2.776998 -8.118900 0.037 -0.019 -0.112
H 1.333073 0.464083 -8.770366 -0.004 0.003 -0.081
H -0.344177 -0.717732 -7.468897 0.070 -0.023 -0.145
H 2.477704 -4.833734 -6.374418 -0.231 -0.113 0.479
H 3.960277 -4.337740 -5.557708 0.023 -0.089 -0.045
H 4.271630 -2.673035 -7.171964 0.012 -0.085 -0.208
H 2.702228 -2.028031 -6.779774 -0.100 0.011 -0.135
H 2.824337 -3.273434 -8.032923 0.096 -0.032 -0.060
C 4.108761 -0.682214 5.316427 -0.038 0.007 -0.005
C 2.968652 -1.314337 4.524550 0.182 0.055 0.264
C 3.199134 -1.271677 3.010045 0.017 0.139 0.178
C 3.308204 0.117473 2.549608 0.101 0.498 -0.284
N 3.388644 1.220484 2.217259 -0.165 -0.665 0.129
H 4.219550 0.378172 5.083336 0.020 -0.014 -0.045
H 3.918361 -0.761743 6.386370 0.025 -0.026 -0.002
H 5.057085 -1.179584 5.104765 0.006 0.014 0.014
H 2.035627 -0.802103 4.767241 -0.047 -0.063 -0.075
H 2.850562 -2.354461 4.830000 -0.083 -0.019 -0.118
H 2.370539 -1.746694 2.490076 0.027 -0.027 -0.052
H 4.113766 -1.805972 2.748596 0.052 0.062 -0.027
C -2.704719 -0.511157 1.339479 0.024 -0.025 -0.005
C -2.364614 0.093131 2.697255 -0.167 -0.214 -0.293
C -0.860754 0.131209 2.980113 -0.218 -0.131 0.027
C -0.303147 -1.226355 2.978754 0.384 -0.562 0.083
N 0.134502 -2.295154 2.977589 -0.424 0.744 -0.110
H -2.381750 -1.552483 1.273829 0.059 0.012 0.012
H -3.781716 -0.493051 1.172719 0.011 0.044 -0.037
H -2.226888 0.050583 0.528592 -0.005 0.001 0.010
H -2.860580 -0.477597 3.478364 0.005 0.039 0.036
H -2.761722 1.106264 2.742723 0.037 0.006 0.177
H -0.681903 0.582768 3.956993 0.112 -0.039 0.010
H -0.328081 0.724939 2.233380 0.047 -0.002 0.012
C -2.309416 1.379656 8.752941 0.003 0.016 0.001
C -1.882061 2.196540 7.538269 0.063 -0.118 0.254
C -2.993585 2.327180 6.490103 0.185 -0.136 0.057
C -3.392785 1.005922 5.990708 -0.372 -0.518 -0.208
N -3.707775 -0.041912 5.620799 0.263 0.715 0.310
H -2.553988 0.352044 8.477831 -0.026 0.015 -0.027
H -1.503685 1.337149 9.484991 -0.016 0.017 0.012
H -3.182553 1.821794 9.236362 -0.006 -0.018 0.003
H -1.001939 1.733974 7.085058 -0.014 0.057 -0.070
H -1.587111 3.195710 7.861764 -0.035 0.037 -0.102
H -2.653720 2.929577 5.646257 -0.069 0.001 -0.039
H -3.869357 2.814694 6.920995 -0.051 -0.036 -0.023
C -1.987833 3.371435 1.411351 0.228 0.135 -0.009
C -1.583458 4.149472 0.161365 -0.055 -0.179 0.288
C -2.755793 4.246474 -0.827182 0.257 -0.031 -0.031
C -3.179018 2.903105 -1.232009 -0.418 -0.420 -0.081
N -3.509170 1.827788 -1.494092 0.399 0.740 0.111
H -2.254238 2.343974 1.166621 -0.058 0.024 -0.061
H -1.163241 3.334106 2.124153 -0.013 0.030 0.008
H -2.841265 3.840389 1.904603 -0.007 -0.032 0.008
H -0.726438 3.665354 -0.312112 -0.031 0.038 -0.086
H -1.263798 5.154121 0.436377 -0.076 0.047 -0.100
H -2.481730 4.811690 -1.718256 -0.050 -0.020 -0.036
H -3.600639 4.750547 -0.356112 -0.080 -0.053 -0.054
C 7.215095 2.471251 1.025404 -0.010 -0.022 0.021
C 6.136163 1.826277 0.163353 0.102 0.065 0.239
C 6.447471 1.911449 -1.335198 -0.084 0.134 0.201
C 6.547313 3.313826 -1.754917 0.088 0.604 -0.374
N 6.621074 4.423054 -2.064896 -0.121 -0.795 0.200
H 7.306117 3.538617 0.820114 0.016 -0.012 -0.047
H 6.970792 2.362736 2.081847 0.007 -0.020 -0.006
H 8.187617 2.005374 0.853144 0.006 0.021 0.009
H 5.179109 2.306764 0.370492 -0.039 -0.072 -0.059
H 6.032942 0.776591 0.444667 -0.052 -0.027 -0.100
H 5.661302 1.428726 -1.918142 0.025 0.030 -0.069
H 7.389611 1.409255 -1.561081 0.023 0.037 -0.037
C -8.007106 -2.179226 8.829460 0.036 -0.055 0.028
C -6.847116 -1.793106 7.920114 -0.120 -0.081 0.184
C -5.804861 -0.925041 8.635647 -0.183 -0.051 -0.149
C -6.405450 0.330173 9.101993 -0.069 0.620 0.309
N -6.874160 1.319541 9.468882 0.329 -0.638 -0.301
H -8.558336 -1.300822 9.167734 0.038 0.016 0.016
H -8.709523 -2.817731 8.298529 -0.007 -0.001 -0.002
H -7.652201 -2.721724 9.709397 -0.004 0.030 0.014
H -7.232206 -1.264132 7.052085 0.070 0.048 -0.018
H -6.359094 -2.699486 7.552865 0.105 0.070 -0.008
H -4.985959 -0.684370 7.956553 0.028 0.034 0.027
H -5.388162 -1.455795 9.493575 -0.001 0.064 0.052
C -6.277197 -4.112018 3.985157 0.021 -0.017 0.037
C -7.356487 -5.054588 4.507245 0.242 0.034 -0.090
C -8.768178 -4.469768 4.386158 0.236 -0.006 0.184
C -8.881167 -3.229906 5.162387 -0.304 0.590 0.303
N -8.970217 -2.259599 5.781156 -0.017 -0.709 -0.620
H -6.243842 -3.184205 4.559041 -0.047 0.012 -0.021
H -5.294680 -4.578077 4.062706 -0.004 -0.002 -0.027
H -6.450767 -3.860078 2.936474 0.002 0.013 0.006
H -7.148449 -5.294198 5.551731 -0.086 -0.030 0.005
H -7.316151 -5.992010 3.949945 -0.100 -0.015 0.030
H -9.506528 -5.180289 4.757727 -0.066 0.050 -0.007
H -9.005177 -4.252147 3.343865 -0.029 0.033 0.000
C 8.354046 7.520169 -1.619016 -0.015 -0.073 -0.024
C 7.643158 8.615348 -2.404669 0.060 -0.245 0.047
C 8.210784 10.012862 -2.131272 -0.217 -0.152 0.102
C 8.070359 10.359790 -0.711764 0.051 0.320 0.636
N 7.960160 10.621790 0.406946 0.032 -0.218 -0.768
H 8.239344 7.661258 -0.543009 0.037 0.070 -0.007
H 7.937045 6.544775 -1.866158 0.026 0.034 -0.010
H 9.421566 7.502698 -1.850352 0.003 0.019 0.026
H 6.579291 8.599398 -2.159658 -0.005 0.077 -0.036
H 7.728770 8.403714 -3.472221 -0.011 0.106 -0.016
H 7.682963 10.760440 -2.723866 0.044 0.068 0.028
H 9.267323 10.055623 -2.398922 0.021 0.026 0.034
```
Positions in Å, forces in eV/Å.

Computed properties:
- multiplicity = 1
- HOMO-LUMO gap (eV) = 8.0
- HOMO level (eV) = -11.344
- LUMO (eV) = -3.39
- maximum force (eV Å⁻¹) = 2.613
- total charge = +1
- relative energy (zero: lowest compared OMol25 entry of this formula, charge and spin) (kJ/mol) = 0.00

Results of the Löwdin charge analysis, in e, for atoms 1 through 2:
1 C -0.045
2 C -0.277